1.
C25H33N2O5PtS2 as an isolated structure at a distorted geometry. Source: OMol25; level of theory: ωB97M-V/def2-TZVPD.

Element x y z (Å)
Pt (-0.67041, 0.29454, 0.15694)
C (-4.62845, 3.23851, -0.61600)
O (-4.75334, 2.00198, 0.10395)
C (-3.71601, 1.18250, 0.14186)
O (-2.64838, 1.38233, -0.45015)
N (-4.00289, 0.09728, 0.89286)
N (-3.04939, -0.89441, 1.06293)
H (-5.63905, 3.53105, -0.88156)
H (-4.02274, 3.10154, -1.50931)
H (-4.17661, 3.98941, 0.02671)
H (-4.94456, -0.02234, 1.23287)
H (-3.23611, -1.69453, 0.46978)
H (-2.98784, -1.17750, 2.03228)
C (-0.62572, 3.73104, -1.53878)
S (-0.99301, 3.69292, 0.24512)
O (-0.24190, 2.50504, 0.78349)
C (0.05354, 5.10825, 0.63014)
C (-0.52539, 6.36751, 0.61543)
C (0.26952, 7.47714, 0.85520)
C (1.62394, 7.31586, 1.11353)
C (2.19101, 6.04868, 1.12604)
C (1.40246, 4.93455, 0.88404)
H (0.45135, 3.75987, -1.68071)
H (-1.08627, 4.61939, -1.96719)
H (-1.04463, 2.82553, -1.97304)
H (-1.58479, 6.47707, 0.41433)
H (-0.16431, 8.46733, 0.83924)
H (2.23987, 8.18334, 1.30712)
H (3.24761, 5.92443, 1.31935)
H (1.81806, 3.93448, 0.89774)
O (-0.74430, -1.86760, -0.84977)
S (-1.24636, -3.24436, -0.49959)
C (-0.46939, -4.35284, -1.69064)
C (0.73045, -4.01775, -2.29111)
C (1.30367, -4.90715, -3.18568)
C (0.67070, -6.10874, -3.47702)
C (-0.54371, -6.42245, -2.88298)
C (-1.12447, -5.53641, -1.98957)
C (-0.32844, -3.84244, 0.93560)
C (-0.88383, -4.84537, 1.71669)
C (-0.18749, -5.29813, 2.82596)
C (1.04500, -4.74474, 3.14520)
C (1.58015, -3.73061, 2.36273)
C (0.89025, -3.27522, 1.25109)
H (1.19953, -3.06885, -2.06334)
H (2.24135, -4.66188, -3.66515)
H (1.12224, -6.79924, -4.17624)
H (-1.04484, -7.34922, -3.12606)
H (-2.07992, -5.76248, -1.53201)
H (-1.84395, -5.27531, 1.45657)
H (-0.60951, -6.07530, 3.44847)
H (1.59048, -5.10435, 4.00719)
H (2.53206, -3.29114, 2.62884)
H (1.26540, -2.46526, 0.64737)
C (2.89247, 1.15269, 1.24876)
C (2.24325, 0.25118, 0.18643)
C (1.94485, 1.06434, -1.08487)
C (3.20084, -0.89284, -0.17927)
O (1.07802, -0.29997, 0.76968)
H (3.76890, 1.66350, 0.84692)
H (3.18605, 0.55339, 2.11010)
H (2.15239, 1.88191, 1.57938)
H (2.85216, 1.19609, -1.67439)
H (1.55555, 2.04521, -0.81868)
H (1.20788, 0.53633, -1.69966)
H (4.14575, -0.48581, -0.53745)
H (2.75817, -1.50287, -0.96946)
H (3.39313, -1.51914, 0.69172)

Charge   +1
Kohn-Sham gap (alpha / beta)   7.8 / 7.8 eV
Total energy   -2373.51056 a.u.
Energy relative to the best compared isomer or geometry (same formula, charge and spin)   50.83 kcal/mol

Atom charges from the Löwdin analysis, given in e for atoms 1 to 8: 1.093 -0.010 0.005 -0.536 -0.084 0.024 0.028 0.103

---

2.
C25H33N2O5PtS2 as an isolated structure. Source: OMol25; level of theory: ωB97M-V/def2-TZVPD.

Element x y z (Å)
Pt (0.35964, -1.85206, -0.01897)
C (0.64535, -1.88444, 5.12703)
O (-0.32747, -2.58998, 4.33072)
C (-0.19356, -2.45897, 3.02055)
O (0.66009, -1.78059, 2.47228)
N (-1.14612, -3.17486, 2.36960)
N (-1.19039, -3.16778, 0.97478)
H (0.38717, -2.10864, 6.15564)
H (0.57836, -0.81588, 4.93593)
H (1.64657, -2.23850, 4.89412)
H (-1.81813, -3.71016, 2.89573)
H (-2.04830, -2.73282, 0.63801)
H (-1.13320, -4.11460, 0.61436)
C (0.08068, -2.95716, -3.35026)
S (-0.85288, -2.10710, -2.09456)
O (-2.13888, -2.80041, -1.88086)
C (-1.13955, -0.54712, -2.89103)
C (-0.05843, 0.28317, -3.16391)
C (-0.30267, 1.50711, -3.76545)
C (-1.60596, 1.89065, -4.06489)
C (-2.67148, 1.05185, -3.77150)
C (-2.44385, -0.18367, -3.17816)
H (-0.51668, -2.98796, -4.25942)
H (0.27901, -3.95857, -2.97330)
H (1.01943, -2.42255, -3.48610)
H (0.94772, -0.01927, -2.89336)
H (0.52324, 2.16543, -4.00115)
H (-1.78815, 2.84905, -4.53245)
H (-3.68254, 1.35226, -4.01247)
H (-3.25387, -0.85993, -2.93758)
O (-1.49121, -0.49915, 0.59929)
S (-1.36296, 0.51557, 1.72869)
C (-2.65638, 1.69546, 1.39945)
C (-3.07376, 2.51627, 2.43361)
C (-4.05668, 3.46366, 2.18170)
C (-4.61133, 3.56422, 0.91481)
C (-4.19218, 2.71963, -0.10722)
C (-3.20756, 1.77502, 0.12871)
C (0.05393, 1.51575, 1.31938)
C (0.29378, 1.85601, -0.00271)
C (1.39449, 2.64266, -0.29684)
C (2.23517, 3.07733, 0.72174)
C (1.98431, 2.72192, 2.03955)
C (0.88682, 1.92911, 2.34581)
H (-2.64088, 2.41915, 3.42202)
H (-4.39349, 4.11374, 2.97742)
H (-5.38206, 4.29844, 0.72262)
H (-4.63717, 2.79603, -1.09046)
H (-2.88201, 1.09895, -0.65137)
H (-0.36757, 1.50271, -0.78379)
H (1.59687, 2.92136, -1.32303)
H (3.09325, 3.69259, 0.48628)
H (2.64657, 3.05327, 2.82771)
H (0.68786, 1.63312, 3.36855)
C (3.27069, -0.84627, 0.89122)
C (3.30243, -1.26805, -0.56835)
C (3.83060, -0.13575, -1.44452)
C (4.14234, -2.52765, -0.74909)
O (1.99181, -1.56747, -1.05676)
H (4.27279, -0.57818, 1.22943)
H (2.90525, -1.65724, 1.52232)
H (2.61943, 0.02074, 1.02801)
H (4.84630, 0.13733, -1.15537)
H (3.19393, 0.74463, -1.33993)
H (3.84206, -0.44320, -2.49135)
H (5.17048, -2.35502, -0.42836)
H (4.15207, -2.82941, -1.79682)
H (3.72685, -3.34381, -0.15571)

<S²>   2.009
Charge   +1
Kohn-Sham gap (alpha / beta)   8.0 / 8.4 eV
Multiplicity   3
Total energy   -2373.54505 a.u.
Energy relative to the best compared isomer or geometry (same formula, charge and spin)   0.00 kcal/mol

Atom charges from the Löwdin analysis, given in e for atoms 1 to 8: 1.088 -0.003 0.001 -0.588 -0.017 0.048 -0.051 0.101